21
Properties=species:S:1:pos:R:3:forces:R:3 method="wB97M-V/def2-TZVPD" homo_energy_ev=-15.0 largest_force_ha_per_bohr=0.0263 total_charge=+1 spin_multiplicity=1
C -1.86295 -0.22870 1.34996 0.073 -0.036 -0.566
C -1.90916 0.06974 -0.15306 0.049 -0.549 1.025
N -1.28927 -1.03254 -0.97092 -0.185 0.811 -1.000
S -0.14155 -0.71134 -2.07048 0.093 -1.174 0.122
F -0.38822 0.73289 -2.66127 0.042 0.353 -0.054
B 1.52817 -0.42625 -1.09683 0.726 0.182 0.729
O 2.54519 -0.34084 -1.95526 -0.956 0.605 -0.740
C 1.60913 -0.40014 0.44582 -0.236 0.144 -0.188
C 1.31665 1.00631 1.02621 0.218 -0.389 -0.129
H -1.01021 -0.85305 1.57658 0.164 -0.080 0.197
H -2.76154 -0.74576 1.65855 -0.111 -0.096 0.178
H -1.76991 0.70357 1.89169 -0.091 0.111 0.221
H -1.42813 1.01529 -0.35686 0.104 0.095 -0.331
H -2.94655 0.11584 -0.45562 -0.094 0.272 -0.315
H -2.00342 -1.52546 -1.49732 -0.177 -0.274 0.291
H 3.13234 0.41273 -1.83025 0.628 -0.304 0.170
H 0.95668 -1.16064 0.86726 -0.177 -0.014 0.124
H 2.62301 -0.68316 0.71281 0.166 -0.117 0.057
H 1.10999 0.92607 2.08482 -0.106 0.093 0.184
H 2.19879 1.62413 0.90507 0.071 0.220 -0.013
H 0.49094 1.50133 0.52910 -0.201 0.149 0.040